# 1
{"formula": "C18H48ClN4O2P2", "method": "the ωB97M-V functional and the def2-TZVPD basis", "species": ["H", "N", "H", "C", "H", "H", "C", "H", "H", "O", "H", "H", "H", "H", "H", "H", "H", "H", "P", "H", "H", "H", "C", "H", "C", "H", "C", "H", "C", "C", "C", "C", "H", "H", "H", "H", "H", "N", "C", "H", "H", "Cl", "C", "H", "H", "C", "H", "H", "P", "H", "H", "H", "C", "C", "H", "H", "O", "H", "H", "H", "C", "H", "N", "C", "N", "H", "H", "H", "H", "C", "H", "H", "H", "C", "H"], "xyz": [[0.47404, 2.07362, -2.21260], [-4.51699, -0.77083, 0.64016], [5.52223, 3.84315, -0.48074], [2.82840, 0.37615, -1.98206], [-5.26122, 1.35490, -0.61183], [5.55951, 4.33015, -2.91125], [6.43229, 3.86982, -2.44244], [3.39380, 0.91059, 0.01987], [7.28489, 3.70566, -0.46785], [6.24663, 2.46821, -2.65531], [-3.72495, -1.07949, 1.19346], [0.12036, 0.63185, -1.30058], [7.81093, 5.43754, -3.02068], [4.27213, -1.76320, -1.54667], [6.52757, 5.26861, -0.78905], [-6.82655, -0.08659, 3.63941], [-5.42894, -1.18021, 3.57303], [-0.49518, 1.00325, 2.71240], [-1.99058, 1.26342, 0.24869], [-2.04886, -0.76216, -0.93290], [3.85494, 0.22837, -2.32792], [-6.44417, -1.12706, 5.02101], [-4.19468, -0.42919, -0.71731], [1.35014, 1.65670, 0.69796], [-6.85296, -3.55078, 3.72896], [1.72882, -1.40881, -2.50035], [0.30439, 1.70489, -1.20085], [3.43430, -1.15351, 0.82751], [3.39044, -2.15562, 0.38390], [2.25079, -2.94073, 1.04117], [6.43830, 4.19495, -0.95732], [-6.45893, -1.07096, 3.93192], [-0.68094, 3.20868, 0.07024], [-1.56251, 2.87580, -1.42157], [-1.93436, -1.25923, 3.13649], [-6.49073, -2.14054, 1.56993], [3.07856, -4.90126, 0.63834], [-4.20876, -1.64100, -1.50822], [-2.71669, 0.10870, -0.92412], [3.52632, 2.21545, -1.12640], [-8.36030, -2.02603, 3.66037], [-3.32309, 2.33113, 1.25099], [2.88821, 1.38213, -0.82525], [-5.06795, -0.07047, 1.11402], [1.39906, -4.92878, 1.17156], [-7.32949, -2.16444, 3.32867], [2.42952, -2.94835, 2.12124], [2.30165, 0.81408, -2.83415], [-0.86453, 0.03789, 1.75983], [-3.75734, -1.53890, -2.40964], [7.66036, 4.12390, -4.19850], [-5.07931, 0.77057, -2.13591], [7.69172, 4.35981, -3.13557], [2.24938, -1.00935, -1.62590], [3.04460, -3.01615, -1.54775], [-7.49595, -4.31422, 3.29324], [-7.38856, -2.03325, 1.91171], [-6.85253, -3.67265, 4.81291], [0.29522, -0.18284, 1.00565], [4.33176, -2.64310, 0.65482], [3.29411, -2.03376, -1.14076], [-5.83376, -3.71715, 3.36658], [-5.20692, 0.50919, -1.16562], [2.11970, -4.38267, 0.56140], [-1.70576, -1.20235, 2.14909], [1.29067, -2.42951, 0.90008], [1.63143, 3.06447, -0.28226], [-2.63358, 0.62075, -1.88872], [-5.16940, -1.93235, -1.65361], [1.53807, 1.97555, -0.33681], [7.00199, 2.01144, -2.26792], [1.49915, -0.90955, -0.83125], [8.57181, 3.87502, -2.70382], [-0.94974, 2.41964, -0.63892], [1.78795, -4.44895, -0.47623]], "atomic_forces_ev_per_a": [[0.00, -0.03, 0.02], [0.08, 0.06, 0.15], [0.00, 0.00, 0.00], [0.11, -0.10, 0.18], [-0.02, -0.01, 0.07], [0.00, 0.00, 0.00], [0.04, 0.05, 0.01], [0.00, 0.06, -0.01], [0.01, 0.02, 0.00], [-0.09, -0.02, 0.09], [-0.04, -0.12, -0.02], [0.04, -0.03, -0.11], [0.00, 0.00, 0.01], [-0.04, -0.05, -0.02], [0.00, 0.01, -0.01], [-0.01, 0.00, 0.00], [0.01, -0.01, 0.03], [0.07, 0.16, -0.09], [0.20, -0.17, -0.17], [0.02, 0.07, 0.05], [-0.06, 0.08, -0.06], [0.00, 0.00, 0.00], [-0.13, 0.00, -0.10], [-0.07, 0.00, -0.09], [-0.01, -0.01, -0.04], [0.00, 0.02, 0.05], [0.01, 0.11, -0.02], [0.04, -0.04, 0.00], [-0.01, 0.03, 0.03], [0.02, 0.03, 0.08], [-0.03, -0.05, 0.00], [0.00, 0.02, -0.05], [0.03, 0.02, -0.10], [-0.04, -0.05, 0.06], [-0.15, -0.15, -0.09], [-0.04, 0.03, -0.10], [-0.03, 0.01, -0.01], [0.12, 0.02, -0.11], [-0.09, 0.00, 0.03], [0.02, -0.09, -0.06], [0.01, 0.00, 0.01], [-0.25, 0.11, 0.17], [-0.10, 0.04, -0.12], [-0.01, -0.02, 0.03], [0.01, 0.02, -0.04], [0.01, -0.01, 0.03], [-0.04, 0.03, -0.04], [-0.06, -0.02, 0.06], [-0.25, -0.29, 0.16], [-0.10, 0.06, -0.04], [0.00, 0.00, 0.00], [-0.09, -0.10, 0.00], [-0.01, -0.05, -0.03], [0.10, 0.06, 0.01], [0.12, 0.04, -0.04], [0.00, 0.00, 0.00], [0.12, 0.04, 0.01], [0.00, 0.01, 0.00], [0.05, -0.04, -0.07], [-0.02, 0.00, -0.07], [-0.12, 0.02, 0.08], [0.01, 0.00, 0.02], [0.20, 0.16, -0.10], [0.04, -0.03, 0.02], [0.18, 0.22, 0.15], [-0.02, 0.03, -0.04], [0.06, -0.05, 0.09], [-0.02, -0.16, -0.02], [0.02, -0.08, 0.10], [0.06, 0.04, 0.04], [0.01, -0.02, -0.04], [-0.13, 0.00, -0.07], [0.01, 0.02, 0.01], [0.24, 0.08, 0.08], [0.01, 0.01, 0.04]], "orbital_gap_ev": 8.46, "lumo_ha": -0.125, "charge": 1, "spin_multiplicity": 1, "e_tot_ev": -60593.751}

# 2
{"formula": "C5H6N2O2", "method": "the ωB97M-V functional and the def2-TZVPD basis", "species": ["N", "C", "H", "C", "C", "H", "H", "H", "C", "H", "O", "C", "N", "O", "H"], "xyz": [[0.59790, -0.05003, 0.21245], [-0.64071, -0.09038, -0.46244], [0.13529, 2.74610, 2.15674], [-0.43959, -0.83229, -1.73751], [0.95612, 1.24915, 0.85772], [1.65241, -0.95227, -2.79749], [2.21916, 1.20753, 0.45560], [0.94296, 0.75456, -1.75208], [1.07778, -0.48252, -1.81933], [-2.57486, -0.45644, -0.23099], [1.53545, -0.75989, -0.52858], [-1.77476, -0.46633, 0.49013], [0.06804, 2.02007, 1.49485], [-1.65761, -0.76627, 1.61733], [-1.13218, -1.14614, -2.46420]], "atomic_forces_ev_per_a": [[-1.69, 2.68, 1.21], [0.16, -5.47, -1.51], [1.34, 0.96, 0.25], [1.15, 4.66, 5.47], [0.96, 1.00, 0.09], [-1.02, 1.21, 3.13], [-3.23, 1.06, 2.12], [1.39, -2.76, -1.51], [-0.70, 1.68, -3.26], [-2.14, -0.52, 0.63], [1.21, 0.52, -0.07], [1.12, 1.27, -3.53], [2.52, -5.61, -3.98], [-0.40, -0.35, 1.57], [-0.67, -0.34, -0.60]], "orbital_gap_ev": 8.31, "de_lowest_ev": 8.158, "lumo_ha": -0.016, "spin_multiplicity": 1, "smiles": "[H]/N=C/N1OCC=C1C=O", "e_tot_ev": -12349.463}

# 3
{"formula": "C3H6ClNO", "method": "the ωB97M-V functional and the def2-TZVPD basis", "species": ["H", "Cl", "H", "C", "C", "C", "N", "H", "H", "O", "H", "H"], "xyz": [[-0.16585, 1.57786, -1.46097], [2.41310, -0.68335, 1.54763], [-1.05641, 1.90237, 0.23575], [-0.79580, 1.11938, -0.53536], [-0.32583, -1.18155, 0.30761], [0.22136, 0.15208, -0.10776], [1.43885, 0.72622, 0.48788], [-0.62827, -1.79263, -0.61221], [0.32790, -1.84641, 0.87457], [1.43239, 0.27228, -0.74898], [-1.73404, 0.74726, -0.92247], [-1.12739, -0.99350, 0.93431]], "atomic_forces_ev_per_a": [[-2.15, -0.14, 2.02], [2.74, -2.11, 2.49], [0.58, -0.79, -0.85], [1.10, 3.10, -2.22], [1.66, -1.87, -2.01], [-1.14, 0.06, 2.19], [-3.07, 1.38, -0.68], [0.06, 1.08, 1.13], [0.22, 0.42, -0.28], [1.98, -0.88, -2.68], [0.01, -0.55, -0.06], [-1.98, 0.30, 0.96]], "orbital_gap_ev": [8.40, 7.37], "de_lowest_ev": 1.995, "lumo_ha": [0.031, -0.108], "s2": 2.0074, "spin_multiplicity": 3, "e_tot_ev": -19261.517}

# 4
{"formula": "C3H13NO2", "method": "the ωB97M-V functional and the def2-TZVPD basis", "species": ["C", "H", "H", "H", "H", "H", "H", "N", "H", "H", "H", "H", "H", "C", "H", "O", "O", "C", "H"], "xyz": [[0.44221, -1.31883, 0.31561], [-0.85183, 0.82560, -0.29679], [0.10251, -1.43866, -1.91602], [0.32062, 1.82519, 1.40964], [-0.09980, -0.16063, 1.96581], [1.24468, -0.57499, 0.24096], [-1.05472, 1.82613, 2.28258], [-0.29735, -1.02922, 1.51121], [2.43504, 1.53659, -0.76740], [-1.10540, 0.65739, -1.91326], [-2.30198, 0.01355, -0.69207], [1.49998, 1.26514, -1.97371], [-0.61841, -1.80398, 2.07122], [-1.26340, 0.08378, -0.99430], [0.92367, -2.28955, 0.21993], [-0.13362, 2.04411, 2.23002], [2.25074, 1.80241, -1.70061], [-0.41755, -1.18895, -0.98782], [-1.07539, -2.07508, -1.00499]], "atomic_forces_ev_per_a": [[0.04, 0.80, -1.61], [0.08, -0.32, 0.34], [0.66, 0.85, 0.09], [-0.90, -0.03, -0.09], [0.14, -0.22, 0.44], [0.13, -0.08, -0.03], [-0.52, -0.35, -0.79], [-0.41, -0.83, -0.32], [-0.23, 0.27, -1.21], [-0.73, -0.39, -0.35], [-0.11, -0.33, -0.39], [0.01, -0.05, 0.06], [0.21, 0.35, 0.03], [1.28, 1.20, -0.21], [0.07, -0.22, 0.74], [1.40, 0.52, 0.83], [0.21, -0.26, 1.16], [-1.07, -1.21, 0.86], [-0.25, 0.30, 0.44]], "orbital_gap_ev": 9.66, "de_lowest_ev": 1.294, "lumo_ha": 0.021, "spin_multiplicity": 1, "smiles": "CCCN.O.O", "e_tot_ev": -8906.132}